(1)
Density functional theory data (ωB97M-V with the def2-TZVPD basis set) for a molecular structure, C36H32BrClN2O4P2Zn.

HOMO level: -7.185 eV
Gap between HOMO and LUMO: 7.433 eV
LUMO level: 0.009 Ha

ORCA input file:
```
! RIJCOSX wB97M-V def2-TZVPD def2/J DEFGRID3
* xyz 0 1
Zn -0.143 0.424 -0.793
C -2.767 1.271 1.083
P -1.143 0.768 1.844
C -1.809 -0.258 3.206
C -2.107 0.249 4.469
C -2.725 -0.560 5.410
C -3.046 -1.874 5.100
C -2.735 -2.388 3.850
C -2.113 -1.585 2.907
C -0.499 2.205 2.772
C -1.001 3.500 2.714
C -0.340 4.538 3.358
C 0.831 4.293 4.056
C 1.334 3.001 4.133
C 0.674 1.967 3.492
C -3.011 0.282 -0.014
C -4.100 -0.511 -0.302
C -3.750 -1.282 -1.439
C -2.464 -0.924 -1.779
C -1.568 -1.402 -2.881
P 0.131 -1.649 -2.173
C 1.254 -1.780 -3.598
C 2.377 -2.602 -3.487
C 3.287 -2.682 -4.526
C 3.103 -1.923 -5.674
C 2.013 -1.073 -5.768
C 1.088 -1.002 -4.738
C 0.027 -3.393 -1.643
C -0.219 -4.388 -2.589
C -0.319 -5.710 -2.192
C -0.165 -6.052 -0.854
C 0.088 -5.068 0.086
C 0.184 -3.739 -0.307
N -2.015 0.037 -0.917
H -2.668 2.279 0.666
H -3.570 1.258 1.821
H -1.863 1.275 4.713
H -2.961 -0.160 6.388
H -3.540 -2.495 5.835
H -2.975 -3.417 3.615
H -1.876 -1.972 1.922
H -1.913 3.705 2.168
H -0.741 5.543 3.309
H 1.360 5.108 4.534
H 2.240 2.801 4.690
H 1.063 0.955 3.541
H -5.032 -0.538 0.239
H -4.366 -2.010 -1.943
H -1.489 -0.641 -3.663
H -1.939 -2.327 -3.322
H 2.531 -3.174 -2.580
H 4.147 -3.332 -4.436
H 3.810 -1.984 -6.491
H 1.882 -0.448 -6.641
H 0.259 -0.314 -4.821
H -0.325 -4.125 -3.634
H -0.511 -6.477 -2.930
H -0.241 -7.088 -0.552
H 0.220 -5.332 1.126
H 0.388 -2.966 0.425
C 1.966 5.252 0.483
C 2.230 3.782 0.572
C 3.475 3.251 0.860
C 3.663 1.876 0.843
C 2.584 1.084 0.520
Br 2.745 -0.787 0.477
N 1.374 1.565 0.252
C 1.210 2.886 0.280
H 2.843 5.829 0.767
H 1.125 5.535 1.115
H 1.709 5.492 -0.551
H 4.305 3.903 1.096
H 4.626 1.433 1.043
H 0.220 3.243 0.029
O 1.788 3.377 -2.494
Cl 1.152 2.178 -2.934
O -0.164 2.074 -2.285
O 0.978 2.179 -4.338
O 1.927 1.033 -2.525
*
```

Atomic partial charges in e from the Mulliken method, atoms 1 to 2:
1. Zn 0.085
2. C -0.995

---

(2)
Density functional theory data (ωB97M-V with the def2-TZVPD basis set) for a molecular structure, C36H32BrP2Ru.

HOMO level (alpha / beta): -13.942 / -14.482 eV
Gap between HOMO and LUMO (alpha / beta): 8.413 / 5.092 eV
LUMO level (alpha / beta): -0.203 / -0.345 Ha
⟨S²⟩: 8.770

ORCA input file:
```
! RIJCOSX wB97M-V def2-TZVPD def2/J DEFGRID3
* xyz 2 6
C 0.685 -1.316 -2.189
C -0.287 -1.740 -1.279
C -1.633 -1.882 -1.661
C -1.985 -1.616 -2.979
C -1.003 -1.293 -3.909
C 0.337 -1.199 -3.543
P 0.162 -1.902 0.480
C -1.128 -3.085 1.070
C -2.073 -2.500 1.925
C -3.137 -3.254 2.408
C -3.314 -4.574 1.994
C -2.372 -5.160 1.141
C -1.280 -4.425 0.662
Ru 0.536 -0.049 1.456
P -0.116 1.889 0.681
C -1.449 1.886 -0.549
C -1.253 2.239 -1.887
C -2.322 2.212 -2.782
C -3.592 1.854 -2.316
C -3.769 1.432 -0.994
C -2.691 1.404 -0.113
C -0.380 3.307 1.822
C 0.456 3.425 2.939
C 0.402 4.567 3.746
C -0.595 5.522 3.536
C -1.494 5.355 2.480
C -1.387 4.261 1.617
C 1.470 2.251 -0.154
C 2.425 1.263 0.029
C 3.736 1.402 -0.444
C 3.993 2.474 -1.299
C 3.047 3.473 -1.514
C 1.804 3.423 -0.866
C 1.709 -2.865 0.598
C 2.167 -3.672 -0.457
C 3.349 -4.403 -0.301
C 4.145 -4.234 0.838
C 3.717 -3.388 1.864
C 2.479 -2.739 1.765
H 1.122 2.600 3.195
H 1.114 4.682 4.556
H -0.663 6.384 4.192
H -2.280 6.081 2.314
H -2.092 4.131 0.794
H -0.259 2.513 -2.215
H -2.175 2.476 -3.830
H -4.446 1.896 -2.984
H -4.755 1.134 -0.652
H -2.771 1.017 0.902
H 2.154 0.316 0.585
H 4.512 0.700 -0.145
H 4.973 2.518 -1.773
H 3.286 4.299 -2.187
H 1.109 4.262 -0.915
H 1.627 -3.705 -1.395
H 3.662 -5.093 -1.087
H 5.098 -4.750 0.923
H 4.356 -3.214 2.735
H 2.120 -2.098 2.575
H -1.955 -1.453 2.207
H -3.816 -2.779 3.123
H -4.177 -5.137 2.354
H -2.483 -6.203 0.856
H -0.578 -4.890 -0.016
H -2.400 -2.168 -0.935
H -3.025 -1.636 -3.284
H -1.303 -1.058 -4.930
H 1.057 -0.968 -4.336
H 1.673 -1.023 -1.787
H 0.613 1.588 -3.478
H 1.151 1.304 -3.010
Br 0.189 -0.064 3.832
*
```

Atomic partial charges in e from the Mulliken method, atoms 1 to 2:
1. C 0.043
2. C 0.482

---

(3)
Density functional theory data (ωB97M-V with the def2-TZVPD basis set) for a molecular structure, C36H32F5MnN3O9S2.

HOMO level (alpha / beta): -8.474 / -8.554 eV
Gap between HOMO and LUMO (alpha / beta): 8.232 / 6.034 eV
LUMO level (alpha / beta): -0.009 / -0.093 Ha
⟨S²⟩: 3.812

ORCA input file:
```
! RIJCOSX wB97M-V def2-TZVPD def2/J DEFGRID3
* xyz 0 4
Mn -0.124 0.361 -0.804
C 0.479 -2.030 4.109
C 1.260 -0.865 4.725
C 2.772 -1.080 4.563
C 0.943 -0.827 6.222
C 0.901 0.436 4.013
C 0.704 1.627 4.746
C 0.441 2.833 4.135
C 0.334 2.869 2.756
S 0.032 4.240 1.776
C -0.213 3.147 0.308
N 0.255 1.806 0.668
C 0.475 1.680 1.979
C 0.807 0.474 2.640
C 0.537 3.619 -0.915
C 1.373 4.720 -0.981
C 1.991 5.045 -2.179
C 1.766 4.268 -3.309
C 0.938 3.161 -3.252
C 0.323 2.825 -2.046
H 0.725 -2.958 4.628
H 0.714 -2.166 3.058
H -0.596 -1.866 4.194
H 3.070 -2.032 5.005
H 3.327 -0.286 5.065
H 3.064 -1.078 3.515
H 1.193 -1.792 6.661
H -0.115 -0.640 6.408
H 1.527 -0.074 6.748
H 0.762 1.605 5.823
H 0.309 3.730 4.721
H 0.943 -0.408 2.033
H 1.540 5.332 -0.106
H 2.643 5.904 -2.231
H 2.245 4.526 -4.244
H 0.757 2.545 -4.122
O 2.887 -0.863 -3.005
C 1.790 -0.445 -2.697
O 1.552 0.063 -1.513
C 0.665 -0.466 -3.706
C 1.024 -0.400 -5.037
C 0.036 -0.388 -6.015
C -1.304 -0.461 -5.695
C -1.658 -0.571 -4.362
C -0.699 -0.568 -3.323
O -1.038 -0.683 -2.074
N -3.087 -0.667 -4.070
O -3.433 -1.157 -3.014
O -3.852 -0.229 -4.908
N 0.418 -0.298 -7.422
O 1.595 -0.140 -7.673
O -0.464 -0.391 -8.251
H 2.069 -0.354 -5.306
H -2.063 -0.445 -6.462
F -5.798 3.395 -0.764
C -4.498 3.313 -0.514
C -3.712 4.456 -0.510
F -4.260 5.641 -0.753
C -2.356 4.356 -0.238
F -1.640 5.483 -0.235
C -1.729 3.144 0.038
O -0.489 1.776 -1.953
C -2.552 2.028 0.016
F -2.050 0.769 0.212
C -3.910 2.085 -0.251
F -4.639 0.978 -0.262
C -1.987 -3.461 1.677
C -1.621 -4.286 0.449
C -1.320 -3.421 -0.767
S 0.266 -2.561 -0.875
O 0.171 -1.452 0.199
C 1.457 -3.803 -0.337
C 1.802 -3.938 1.141
C 2.980 -3.046 1.505
H -2.082 -4.090 2.562
H -2.937 -2.950 1.523
H -1.238 -2.696 1.877
H -2.454 -4.940 0.182
H -0.784 -4.953 0.669
H -2.023 -2.589 -0.845
H -1.386 -3.971 -1.707
H 2.355 -3.568 -0.912
H 1.039 -4.717 -0.769
H 2.072 -4.981 1.326
H 0.938 -3.724 1.769
H 3.859 -3.322 0.922
H 3.232 -3.142 2.560
H 2.759 -2.001 1.287
*
```

Atomic partial charges in e from the Mulliken method, atoms 1 to 2:
1. Mn 0.963
2. C -0.922

---

(4)
Density functional theory data (ωB97M-V with the def2-TZVPD basis set) for a molecular structure, C36H32F9MgN7O4PS.

HOMO level: -4.969 eV
Gap between HOMO and LUMO: 7.097 eV
LUMO level: 0.078 Ha

ORCA input file:
```
! RIJCOSX wB97M-V def2-TZVPD def2/J DEFGRID3
* xyz -1 1
Mg 0.459 -1.651 -1.053
C -5.262 -0.019 -0.669
C -4.805 -0.572 -2.017
N -3.534 -0.006 -2.426
C -2.338 -0.643 -2.273
S -0.928 0.298 -2.376
N -2.378 -1.963 -2.212
N -1.218 -2.567 -1.948
C -1.078 -3.816 -2.256
C -2.124 -4.593 -3.003
C 0.185 -4.427 -1.864
C 0.551 -5.722 -2.237
C 1.798 -6.197 -1.875
C 2.641 -5.392 -1.122
C 2.188 -4.134 -0.759
N 1.003 -3.671 -1.121
H -6.209 -0.461 -0.358
H -4.506 -0.225 0.088
H -5.397 1.062 -0.739
H -4.662 -1.649 -1.966
H -5.550 -0.352 -2.787
H -3.461 0.998 -2.451
H -2.959 -3.927 -3.201
H -1.726 -4.956 -3.953
H -2.476 -5.447 -2.420
H -0.125 -6.335 -2.815
H 2.109 -7.191 -2.171
H 3.623 -5.731 -0.825
H 2.782 -3.469 -0.142
N -1.233 -2.557 1.020
N -0.247 -2.654 1.999
C 1.023 -2.107 1.773
O 1.881 -2.298 2.634
O 1.125 -1.430 0.693
H -2.039 -2.042 1.358
H -1.523 -3.467 0.682
H -0.379 -3.248 2.799
O 1.792 -2.726 -3.617
C 2.310 -1.663 -3.312
C 3.328 -0.928 -4.188
C 3.629 0.330 -3.396
C 2.730 0.205 -2.158
O 2.681 1.099 -1.328
N 2.053 -0.972 -2.164
H 2.881 -0.728 -5.162
H 4.200 -1.565 -4.341
H 3.372 1.249 -3.923
H 4.668 0.403 -3.074
F -1.680 6.824 -2.358
C -0.549 6.855 -1.611
F -0.754 7.798 -0.668
F 0.416 7.336 -2.426
C -0.218 5.514 -1.040
C -0.325 5.280 0.322
C -0.080 4.011 0.822
C 0.302 2.959 -0.008
C 0.417 3.228 -1.373
C 0.153 4.483 -1.892
P 0.571 1.175 0.518
C 1.921 1.434 1.768
C 3.128 0.759 1.616
C 4.178 0.964 2.497
C 4.024 1.844 3.556
C 2.810 2.485 3.760
C 1.770 2.272 2.874
C 5.130 2.084 4.532
F 6.344 1.730 4.069
F 4.956 1.406 5.693
F 5.224 3.388 4.889
C -0.847 1.102 1.702
C -2.112 1.533 1.284
C -3.227 1.351 2.079
C -3.102 0.704 3.305
C -1.868 0.215 3.713
C -0.754 0.417 2.916
C -4.325 0.512 4.138
F -5.169 -0.414 3.611
F -4.064 0.101 5.394
F -5.059 1.643 4.251
H -0.608 6.082 0.990
H -0.224 3.859 1.881
H 0.690 2.426 -2.034
H 0.223 4.658 -2.958
H 3.223 0.050 0.811
H 5.116 0.443 2.365
H 2.681 3.148 4.606
H 0.824 2.746 3.077
H -2.210 2.020 0.321
H -4.200 1.710 1.770
H -1.787 -0.308 4.657
H 0.205 0.031 3.236
*
```

Atomic partial charges in e from the Mulliken method, atoms 1 to 2:
1. Mg 0.933
2. C -0.781

---

(5)
Density functional theory data (ωB97M-V with the def2-TZVPD basis set) for a molecular structure, C36H32N2O3PPt.

HOMO level: -3.767 eV
Gap between HOMO and LUMO: 6.285 eV
LUMO level: 0.093 Ha

ORCA input file:
```
! RIJCOSX wB97M-V def2-TZVPD def2/J DEFGRID3
* xyz -1 1
Pt -0.100 0.915 -0.062
C 3.960 3.279 -0.909
O 3.655 4.493 -0.283
C 2.392 4.721 0.201
C 2.154 6.060 0.407
C 0.954 6.540 0.926
C -0.016 5.615 1.215
C 0.188 4.242 1.001
C -0.945 3.434 1.409
N -1.168 2.188 1.235
N -2.339 1.794 1.933
C -2.669 0.512 1.816
O -2.141 -0.393 1.138
C -3.886 0.142 2.653
C -4.566 1.063 3.448
C -5.667 0.672 4.195
C -6.101 -0.649 4.159
C -5.426 -1.571 3.372
C -4.324 -1.175 2.623
C 1.419 3.703 0.526
O 1.667 2.433 0.448
H 4.917 3.435 -1.410
H 3.203 3.007 -1.648
H 4.047 2.484 -0.175
H 2.954 6.744 0.147
H 0.798 7.597 1.095
H -0.971 5.930 1.621
H -1.708 3.951 1.988
H -4.210 2.084 3.463
H -6.187 1.398 4.810
H -6.961 -0.957 4.743
H -5.758 -2.602 3.343
H -3.772 -1.876 2.006
C 2.426 -3.727 -1.092
C 3.200 -2.433 -1.023
C 4.590 -2.501 -1.086
C 5.385 -1.364 -1.067
C 4.798 -0.113 -0.989
C 3.413 -0.024 -0.919
C 2.616 -1.158 -0.934
P 0.837 -0.834 -0.861
C 0.222 -2.154 0.252
C 0.898 -2.190 1.472
C 0.528 -3.057 2.486
C -0.548 -3.909 2.287
C -1.241 -3.858 1.089
C -0.888 -2.984 0.060
C -1.773 -2.940 -1.156
C 0.232 -1.017 -2.560
C 0.804 -1.763 -3.585
C 0.279 -1.689 -4.865
C -0.811 -0.852 -5.106
C -1.365 -0.102 -4.081
C -0.854 -0.173 -2.783
C -1.417 0.624 -1.630
H 3.041 -4.490 -1.571
H 1.498 -3.639 -1.657
H 2.145 -4.084 -0.099
H 5.057 -3.477 -1.162
H 6.463 -1.464 -1.113
H 5.401 0.784 -0.970
H 2.925 0.932 -0.818
H 1.732 -1.517 1.644
H 1.069 -3.056 3.424
H -0.859 -4.591 3.068
H -2.102 -4.498 0.936
H -2.498 -3.754 -1.116
H -1.219 -3.026 -2.090
H -2.324 -1.997 -1.181
H 1.677 -2.378 -3.394
H 0.724 -2.257 -5.672
H -1.217 -0.773 -6.108
H -2.200 0.561 -4.279
H -2.290 0.118 -1.205
H -1.743 1.608 -1.978
*
```

Atomic partial charges in e from the Mulliken method, atoms 1 to 2:
1. Pt 0.426
2. C -0.634

---

(6)
Density functional theory data (ωB97M-V with the def2-TZVPD basis set) for a molecular structure, C36H32N5P2Pt.

HOMO level: -9.292 eV
Gap between HOMO and LUMO: 6.754 eV
LUMO level: -0.093 Ha

ORCA input file:
```
! RIJCOSX wB97M-V def2-TZVPD def2/J DEFGRID3
* xyz 1 1
Pt -0.052 0.230 -0.443
C -2.567 2.313 -1.446
P -2.432 0.718 -0.494
C -3.303 0.881 1.086
C -3.198 -0.235 1.919
C -3.811 -0.241 3.155
C -4.532 0.868 3.574
C -4.630 1.980 2.756
C -4.015 1.992 1.515
C -3.484 -0.409 -1.450
C -3.052 -0.709 -2.742
C -3.773 -1.582 -3.531
C -4.919 -2.182 -3.028
C -5.335 -1.907 -1.737
C -4.626 -1.021 -0.946
C -1.222 2.947 -1.564
C -0.831 4.257 -1.858
C 0.564 4.251 -1.936
C 0.974 2.937 -1.683
C 2.324 2.301 -1.707
P 2.273 0.659 -0.836
C 3.186 0.951 0.701
C 2.816 2.034 1.496
C 3.413 2.228 2.726
C 4.379 1.339 3.175
C 4.739 0.254 2.393
C 4.147 0.056 1.160
C 3.379 -0.426 -1.784
C 3.121 -1.793 -1.711
C 3.941 -2.695 -2.361
C 5.020 -2.235 -3.097
C 5.278 -0.875 -3.179
C 4.465 0.032 -2.522
N -0.118 2.174 -1.470
H -3.291 2.992 -0.996
H -2.933 2.045 -2.447
H -2.635 -1.093 1.571
H -3.743 -1.107 3.797
H -5.009 0.867 4.543
H -5.192 2.843 3.078
H -4.104 2.867 0.891
H -2.142 -0.250 -3.113
H -3.444 -1.803 -4.534
H -5.480 -2.870 -3.641
H -6.218 -2.385 -1.342
H -4.965 -0.800 0.055
H -1.483 5.095 -2.007
H 1.204 5.086 -2.148
H 3.089 2.952 -1.273
H 2.600 2.097 -2.749
H 2.054 2.716 1.142
H 3.125 3.065 3.345
H 4.846 1.493 4.135
H 5.487 -0.439 2.749
H 4.436 -0.785 0.545
H 2.266 -2.130 -1.140
H 3.737 -3.753 -2.301
H 5.656 -2.934 -3.615
H 6.116 -0.522 -3.756
H 4.684 1.089 -2.580
N 0.671 -1.707 3.416
C 0.736 -0.496 4.041
C 0.407 0.440 3.102
N 0.145 -0.172 1.924
C 0.309 -1.475 2.125
C 0.075 -2.427 1.087
N -0.269 -2.053 -0.141
C -0.428 -3.183 -0.869
C -0.193 -4.272 -0.077
N 0.134 -3.784 1.157
H 0.908 -2.595 3.826
H 0.989 -0.397 5.075
H 0.325 1.501 3.210
H -0.710 -3.142 -1.901
H -0.253 -5.322 -0.271
H 0.377 -4.345 1.957
*
```

Atomic partial charges in e from the Mulliken method, atoms 1 to 2:
1. Pt 1.930
2. C -1.005

---

The records above yield max |F| values of 0.875 7.751 0.588 1.294 1.973 3.634 eV/Å, respectively.
The records above yield relative energy (zero: lowest compared OMol25 entry of this formula, charge and spin) values of 0.415 0.000 1.436 0.744 0.000 0.581 eV, respectively.